[1]
ORCA calculation (ωB97M-V/def2-TZVPD) on a 2-piece molecular cluster, C12H21NO4S overall at a distorted geometry.

Output
F_max = 1.9 eV/A
Total energy = -33296.8039 eV
HOMO level = -9.1 eV
Charge = 0
HOMO-LUMO gap = 9.8 eV

```
39
C12H21NO4S ωB97M-V/def2-TZVPD
N -0.51 -4.88 -0.65
O -1.68 -5.29 0.05
S -1.33 -5.97 1.54
O 0.09 -6.18 1.61
O -1.74 -4.78 2.62
C -0.66 -3.81 2.71
C -1.17 -2.44 3.24
C -0.27 -1.36 2.60
C -0.75 -0.36 1.78
C 0.16 0.53 1.23
C 1.50 0.42 1.47
C 1.99 -0.57 2.32
C 1.09 -1.45 2.87
H -0.88 -4.39 -1.46
H -0.05 -5.71 -1.03
H -0.27 -3.61 1.70
H 0.15 -4.13 3.38
H -2.23 -2.28 3.02
H -0.97 -2.35 4.32
H -1.82 -0.28 1.59
H -0.24 1.30 0.56
H 2.22 1.11 1.03
H 3.05 -0.68 2.57
H 1.47 -2.24 3.52
C 2.02 4.24 -3.04
C 1.12 3.04 -2.80
O 0.14 3.26 -1.80
C -0.78 4.32 -2.04
C -1.61 4.13 -3.30
H 2.50 4.54 -2.11
H 2.80 3.98 -3.77
H 1.47 5.09 -3.43
H 1.72 2.20 -2.45
H 0.64 2.72 -3.73
H -0.26 5.28 -2.05
H -1.45 4.34 -1.18
H -0.99 4.15 -4.20
H -2.34 4.93 -3.39
H -2.13 3.18 -3.28
```

[2]
ORCA calculation (ωB97M-V/def2-TZVPD) on C24H18N3O7S4SbW as an isolated structure.

Output
F_max = 0.7 eV/A
Total energy = -95687.6358 eV
HOMO level (spin up / spin down) = -4.5 / -4.8 eV
Charge = -1
2S+1 = 2
HOMO-LUMO gap (spin up / spin down) = 5.1 / 5.2 eV
<S²> = 0.794

```
58
C24H18N3O7S4SbW ωB97M-V/def2-TZVPD
W 0.90 -1.30 0.39
S -1.04 -4.61 -3.10
Sb 0.53 -4.17 -1.55
S -0.71 -3.01 0.31
S 1.10 -1.72 -1.91
O 4.60 -3.19 0.84
C 3.75 -2.38 0.54
O 2.46 -2.63 0.52
C 4.06 -0.97 0.11
C 5.10 -0.62 -0.70
C 5.05 0.63 -1.35
C 3.95 1.45 -1.35
C 2.88 1.05 -0.55
C 3.01 -0.04 0.34
O 2.21 -0.15 1.40
N 1.59 1.50 -0.75
O 0.62 0.68 -0.44
O 1.32 2.59 -1.25
N 6.20 1.02 -2.20
O 7.14 0.26 -2.24
O 6.14 2.09 -2.78
H 5.91 -1.31 -0.90
H 3.90 2.32 -1.98
C -3.45 3.13 -2.63
C -3.67 1.67 -2.22
C -2.88 0.77 -3.18
C -5.16 1.32 -2.35
C -3.22 1.49 -0.77
C -3.85 2.24 0.24
C -3.49 2.13 1.57
C -2.45 1.26 1.90
S -1.82 0.85 3.46
C -0.76 -0.28 2.71
N -0.81 -0.30 1.41
C -1.80 0.54 0.90
C -2.19 0.64 -0.43
C 0.12 -1.23 3.38
C 0.11 -1.41 4.76
C 0.88 -2.42 5.31
C 1.62 -3.22 4.45
C 1.63 -3.03 3.08
C 0.88 -2.01 2.49
H -3.71 3.26 -3.69
H -2.41 3.42 -2.50
H -4.07 3.81 -2.05
H -3.25 0.92 -4.20
H -2.99 -0.29 -2.94
H -1.82 1.01 -3.17
H -5.49 1.47 -3.38
H -5.78 1.94 -1.70
H -5.34 0.27 -2.09
H -4.66 2.91 -0.02
H -4.01 2.70 2.33
H -1.68 0.04 -1.18
H -0.51 -0.78 5.40
H 0.89 -2.58 6.38
H 2.22 -4.03 4.87
H 2.23 -3.67 2.46
```

[3]
ORCA calculation (ωB97M-V/def2-TZVPD) on one molecule with the formula C5H7NO.

Output
SMILES string = Cn1cccc1O
F_max = 0.3 eV/A
Total energy = -8835.5498 eV
HOMO level = -7.7 eV
Charge = 0
HOMO-LUMO gap = 8.5 eV

```
14
C5H7NO ωB97M-V/def2-TZVPD
C 1.53 0.52 -1.00
N 0.44 0.22 -0.10
C 0.39 0.48 1.25
C -0.77 -0.04 1.75
C -1.47 -0.66 0.67
C -0.69 -0.47 -0.44
O -0.83 -0.83 -1.75
H 1.21 1.19 -1.80
H 1.93 -0.40 -1.45
H 2.32 1.00 -0.43
H 1.19 1.03 1.73
H -1.10 0.02 2.78
H -2.40 -1.20 0.72
H -1.77 -0.85 -1.95
```

[4]
ORCA calculation (ωB97M-V/def2-TZVPD) on one molecule with the formula C2H6N3P at a distorted geometry.

Output
SMILES string = c1c[pH][nH][nH][nH]1
F_max = 4.8 eV/A
Total energy = -15926.9190 eV
HOMO level = -8.2 eV
Charge = 0
HOMO-LUMO gap = 9.1 eV

```
12
C2H6N3P ωB97M-V/def2-TZVPD
C 0.75 1.02 -0.18
C -0.47 1.33 0.16
P -1.93 0.12 0.15
N -0.85 -1.24 -0.31
N 0.28 -1.24 0.48
N 1.26 -0.26 0.05
H 1.57 1.77 -0.40
H -0.70 2.45 -0.07
H -1.86 -0.19 1.62
H -0.64 -1.06 -1.43
H 0.65 -2.15 0.52
H 1.95 -0.56 -0.59
```

[5]
ORCA calculation (ωB97M-V/def2-TZVPD) on a 5-piece molecular cluster, CH11NO5 overall at a distorted geometry.

Output
SMILES string = NC=O.O.O.O.O
F_max = 3.1 eV/A
Total energy = -12943.1962 eV
HOMO level = -9.5 eV
Charge = 0
HOMO-LUMO gap = 9.7 eV

```
18
CH11NO5 ωB97M-V/def2-TZVPD
N -1.88 -1.05 -0.07
C -2.13 -0.47 1.16
O -2.13 -1.19 2.14
H -1.44 -0.41 -0.73
H -1.47 -1.97 -0.09
H -2.59 0.52 1.08
O 0.40 1.29 1.56
H 0.33 0.84 2.41
H 1.34 1.52 1.60
O -0.36 1.51 -1.32
H 0.55 1.35 -1.55
H -0.34 2.14 -0.59
O 0.58 -1.11 -2.16
H 0.07 -0.75 -2.89
H 1.31 -1.60 -2.54
O 2.51 0.16 0.80
H 3.34 -0.17 0.41
H 1.91 -0.59 0.79
```

[6]
ORCA calculation (ωB97M-V/def2-TZVPD) on a 13-piece molecular cluster, C23H19B2BrCl48N2O6PS overall at a distorted geometry.

Output
F_max = 2.8 eV/A
Total energy = -732020.1243 eV
HOMO level = -4.9 eV
Charge = -1
HOMO-LUMO gap = 6.1 eV

```
103
C23H19B2BrCl48N2O6PS ωB97M-V/def2-TZVPD
C 2.47 1.26 0.86
O 1.41 0.33 0.58
B 0.26 0.93 0.06
O 0.05 2.30 0.34
C -0.82 0.09 -0.76
P -0.26 -1.18 -2.01
C -1.44 -2.64 -2.09
C 1.40 -1.92 -1.55
C -1.78 -0.42 0.46
O -2.56 0.73 0.68
B -3.02 1.17 -0.67
C -4.46 0.54 -1.15
C -5.14 -0.44 -0.14
S -6.41 0.41 0.93
C -7.91 -0.44 0.46
N -8.60 -1.39 1.05
N -9.65 -1.71 0.25
C -9.57 -0.95 -0.81
O -8.50 -0.13 -0.72
C -3.16 2.82 -0.71
C -2.40 3.52 -1.85
O -2.44 3.27 -2.97
Br -1.25 5.10 -1.34
O -1.82 0.81 -1.48
H 2.24 1.82 1.78
H 2.61 1.92 -0.02
H 3.40 0.66 0.97
H -0.07 2.33 1.30
H -1.42 -3.15 -1.09
H -1.11 -3.40 -2.82
H -2.46 -2.26 -2.28
H 1.61 -2.87 -2.09
H 2.22 -1.23 -1.79
H 1.44 -2.16 -0.46
H -2.34 -1.31 0.10
H -1.14 -0.64 1.34
H -5.20 1.30 -1.48
H -4.24 -0.08 -2.07
H -4.44 -1.01 0.50
H -5.68 -1.21 -0.74
H -10.24 -0.96 -1.67
H -2.71 3.21 0.24
H -4.21 3.20 -0.75
C 3.08 0.24 4.74
Cl 3.19 1.81 3.93
Cl 4.38 -0.82 4.15
Cl 3.25 0.46 6.49
Cl 1.51 -0.50 4.38
C 3.77 -5.95 -2.20
Cl 2.69 -6.02 -0.80
Cl 3.77 -7.52 -3.02
Cl 3.21 -4.70 -3.31
Cl 5.40 -5.55 -1.66
C -0.18 5.61 2.54
Cl -0.31 6.53 4.06
Cl -1.64 4.65 2.31
Cl 0.02 6.74 1.19
Cl 1.23 4.54 2.63
C -1.54 -6.15 -4.82
Cl -2.63 -6.22 -3.42
Cl -1.55 -7.72 -5.65
Cl -2.09 -4.89 -5.93
Cl 0.10 -5.78 -4.27
C 6.44 0.58 9.58
Cl 6.75 2.14 10.37
Cl 4.70 0.25 9.57
Cl 7.04 0.64 7.91
Cl 7.28 -0.70 10.46
C 8.21 2.73 4.40
Cl 8.51 4.29 5.18
Cl 6.47 2.39 4.42
Cl 8.79 2.77 2.73
Cl 9.06 1.45 5.29
C -11.51 -1.19 4.16
Cl -10.30 -1.00 5.43
Cl -10.73 -1.70 2.66
Cl -12.70 -2.41 4.66
Cl -12.34 0.36 3.90
C -5.64 -0.65 -5.14
Cl -4.68 -2.15 -5.09
Cl -6.36 -0.46 -6.75
Cl -6.92 -0.74 -3.92
Cl -4.59 0.72 -4.79
C 6.28 -1.67 -0.34
Cl 7.11 -2.89 0.64
Cl 7.44 -0.89 -1.43
Cl 5.00 -2.44 -1.28
Cl 5.57 -0.44 0.73
C 8.50 -4.33 -4.68
Cl 7.69 -3.92 -6.19
Cl 8.21 -3.05 -3.49
Cl 7.88 -5.87 -4.07
Cl 10.25 -4.47 -4.97
C 9.98 3.62 -0.93
Cl 8.90 2.21 -1.03
Cl 9.06 5.02 -0.35
Cl 11.29 3.26 0.21
Cl 10.65 3.96 -2.53
C -5.92 5.92 -2.60
Cl -6.92 5.70 -1.15
Cl -5.76 4.38 -3.45
Cl -6.68 7.11 -3.67
Cl -4.31 6.47 -2.13
```